Version i
Density functional theory data (the ωB97M-V functional and the def2-TZVPD basis) for a 2-piece molecular cluster, C3H11NOS overall.

As for the HOMO-LUMO gap (spin up / spin down): 0.0812 / 0.3427 hartree. Its multiplicity is 2. Its HOMO energy (spin up / spin down) is 1.1 / -5.9 eV. As for the LUMO energy (spin up / spin down): 3.279 / 3.475 eV. Its net charge is -1.

Each line ends with the Löwdin charge.
Element x y z (Å)
C 1.74238 -2.30842 -1.53272  -0.274
C 2.16145 -2.10815 -0.07775  -0.735
S 2.80067 -0.46091 0.37288  0.504
H 2.65816 -2.22739 -2.12473  0.054
H 1.04148 -1.55932 -1.89888  0.033
H 1.34481 -3.30709 -1.61274  0.045
H 1.34776 -2.28874 0.62762  0.031
H 2.91314 -2.86749 0.16015  0.047
H 4.01073 -0.81256 0.84235  -0.205
N -3.19526 0.58543 0.49909  -0.044
C -2.88970 1.97500 0.74251  -0.544
O -3.43346 2.87247 -0.20134  -0.162
H -4.15304 0.56418 0.13481  0.048
H -2.65346 0.25732 -0.30729  -0.002
H -3.34880 2.31031 1.66175  0.091
H -1.80730 2.01587 0.87017  0.075
H -3.06876 2.68669 -1.08297  0.036


Version ii
Density functional theory data (the ωB97M-V functional and the def2-TZVPD basis) for a 2-piece molecular cluster, C3H11NOS overall.

As for the HOMO-LUMO gap (spin up / spin down): 0.0764 / 0.3064 hartree. Its multiplicity is 2. Its HOMO energy (spin up / spin down) is 1.2 / -5.1 eV. As for the LUMO energy (spin up / spin down): 3.297 / 3.245 eV. Its net charge is -1.

Each line ends with the Löwdin charge.
Element x y z (Å)
C 1.50304 0.52349 0.94290  -0.478
S 1.51942 -0.49687 -0.62369  0.584
C 3.25934 -0.53052 -1.02076  -0.521
H 0.89703 1.41011 0.74819  0.000
H 2.56623 0.71676 1.08685  -0.004
H 1.07353 -0.01246 1.80162  -0.024
H 3.50428 -1.34548 -1.70155  0.016
H 3.58595 0.37217 -1.51531  0.017
H 3.69240 -0.78569 -0.03542  0.022
N -3.37764 -0.26022 1.18769  -0.083
C -2.82098 0.80469 0.34715  -0.558
O -1.74625 0.35411 -0.44261  -0.112
H -3.99657 0.12887 1.89381  -0.008
H -2.56753 -0.65675 1.67107  -0.022
H -3.42093 1.50785 -0.20260  0.080
H -2.39810 1.47293 1.17288  0.048
H -1.64245 -0.59420 -0.29955  0.044


In kcal/mol, relative to the most stable structure: version i 0.0; version ii 23.9.